Computed, not measured: a cluster of 3 separate species, C19H37N3O8S2 in total in a non-equilibrium geometry, with wB97M-V/def2-TZVPD.

## Properties
- SMILES: NCCCC[C@]1(C[C@@H]2CO2)OC(=O)O[C@]1(N)CN.O=S1(=O)CCCC1.O=S1(=O)CCCC1
- Net charge: 0
- Relative energy (zero: lowest compared OMol25 entry of this formula, charge and spin): 0.8992 eV
- Molecular weight: 499.65 g/mol
- Electronic energy: -62820.50838 eV
- Multiplicity: 1

Last column: natural (NBO) charge in e.
CARTESIAN COORDINATES (ANGSTROEM)
N  4.0590  2.4593  0.9468  -0.844
C  4.7183  1.7346  -0.1512  -0.218
C  3.7578  0.9406  -1.0912  -0.415
C  2.9171  -0.1427  -0.2918  -0.413
C  1.4173  -0.2260  -0.7710  -0.442
C  0.4235  0.1909  0.3513  0.260
C  0.5041  1.6301  0.9090  -0.481
C  0.5232  2.6678  -0.3231  0.085
C  0.6083  4.1982  0.1055  -0.187
O  -0.6134  3.5220  -0.4359  -0.501
O  0.7699  -0.7665  1.4081  -0.552
C  -0.0053  -1.9101  1.1935  0.994
O  0.0794  -2.8823  1.7962  -0.553
O  -0.8483  -1.6691  0.1127  -0.524
C  -1.0637  -0.2416  0.2291  0.358
N  -1.8649  -0.1566  1.4837  -0.833
C  -1.9728  0.4511  -0.8081  -0.260
N  -1.5806  0.2553  -2.2155  -0.840
H  3.8929  1.8651  1.7516  0.361
H  3.2095  2.9219  0.6400  0.348
H  5.2460  2.4903  -0.7642  0.191
H  5.4355  1.0182  0.2901  0.196
H  3.0773  1.5840  -1.6793  0.185
H  4.4017  0.3542  -1.7827  0.214
H  3.4348  -1.1125  -0.4176  0.220
H  3.0046  0.1199  0.7767  0.208
H  1.2615  -1.2828  -1.0638  0.241
H  1.2987  0.3528  -1.7094  0.209
H  1.4891  1.8407  1.3564  0.234
H  -0.3566  1.9354  1.5214  0.240
H  1.0673  2.3634  -1.2423  0.195
H  0.6708  4.2366  1.1945  0.206
H  1.3803  4.4411  -0.6322  0.216
H  -1.3162  0.2536  2.2404  0.362
H  -2.6137  0.5204  1.3219  0.375
H  -2.9947  0.0297  -0.7134  0.225
H  -2.0563  1.5129  -0.5069  0.210
H  -0.6713  -0.1854  -2.3030  0.357
H  -2.2798  -0.3272  -2.6655  0.375
O  -4.6368  2.1986  -0.5684  -0.957
S  -4.7313  2.8334  -1.8627  2.172
O  -4.5410  2.1002  -3.0880  -0.936
C  -6.2824  3.7170  -1.9479  -0.675
C  -5.9591  5.0988  -1.3898  -0.406
C  -4.6092  5.4903  -2.0022  -0.401
C  -3.6750  4.2822  -1.8670  -0.682
H  -7.0414  3.1874  -1.3752  0.255
H  -6.5745  3.7740  -2.9969  0.241
H  -6.7391  5.8204  -1.6331  0.225
H  -5.8705  5.0511  -0.3013  0.215
H  -4.7465  5.7334  -3.0589  0.209
H  -4.1856  6.3698  -1.5169  0.225
H  -2.9775  4.2140  -2.6990  0.260
H  -3.1274  4.3017  -0.9256  0.257
O  2.9312  -7.3590  -0.3551  -0.944
S  3.4550  -6.7290  0.8314  2.170
O  4.8144  -6.2524  0.9046  -0.945
C  2.3473  -5.4120  1.3126  -0.671
C  1.3313  -6.0860  2.2253  -0.408
C  2.1404  -7.0209  3.1313  -0.401
C  3.1204  -7.7911  2.2390  -0.680
H  1.8996  -4.9640  0.4281  0.257
H  2.9314  -4.6685  1.8560  0.240
H  0.7651  -5.3543  2.8000  0.243
H  0.6237  -6.6698  1.6307  0.213
H  2.6964  -6.4277  3.8618  0.207
H  1.4957  -7.7026  3.6867  0.223
H  4.0540  -8.0070  2.7547  0.250
H  2.6811  -8.7151  1.8651  0.245

Cartesian forces (eV/Å) of the 3 atoms listed first:
0.41 -0.16 -0.14
-0.72 0.16 -0.46
0.27 -1.20 0.65



Computed, not measured: a structure of composition C19H19N3O8P2RhS in a non-equilibrium geometry, with wB97M-V/def2-TZVPD.

## Properties
- Net charge: +1
- Relative energy (zero: lowest compared OMol25 entry of this formula, charge and spin): 2.0424 eV
- Molecular weight: 614.30 g/mol
- Electronic energy: -73283.08356 eV
- Multiplicity: 1

Last column: Löwdin charge in e.
CARTESIAN COORDINATES (ANGSTROEM)
Rh  0.0129  -0.0152  0.0132  1.044
C  -0.9059  3.4260  2.3634  -0.006
C  -0.4496  2.5817  1.3509  -0.063
N  -0.6161  1.2726  1.4138  -0.017
C  -1.2630  0.7323  2.4694  -0.126
C  -1.7504  1.5040  3.5248  -0.118
C  -1.5498  2.8919  3.4538  0.033
C  -2.4276  0.8350  4.5992  0.005
C  -2.5971  -0.5055  4.5924  0.008
C  -2.1166  -1.3053  3.5029  -0.118
C  -2.2339  -2.7040  3.4103  0.033
C  -1.7058  -3.3514  2.3210  0.002
C  -1.0841  -2.6127  1.3069  -0.074
N  -0.9924  -1.3058  1.3752  0.022
C  -1.4744  -0.6647  2.4466  -0.146
H  -0.7411  4.4895  2.2732  0.121
H  0.0634  2.9572  0.4761  0.124
H  -1.9143  3.5314  4.2472  0.132
H  -2.8075  1.4298  5.4197  0.126
H  -3.1078  -0.9946  5.4119  0.127
H  -2.7294  -3.2593  4.1960  0.131
H  -1.7714  -4.4249  2.2233  0.121
H  -0.6715  -3.0805  0.4236  0.120
C  -1.5190  -0.0250  -4.1986  -0.045
C  -2.4421  -0.2617  -3.0168  -0.598
O  -3.7689  -0.4417  -3.5032  -0.021
P  -2.4224  1.1586  -1.8813  0.468
O  -3.4539  0.8437  -0.7373  -0.113
O  -2.9850  2.4065  -2.6588  -0.056
O  -1.0434  1.4204  -1.3890  -0.387
P  -1.9238  -1.6887  -1.9702  0.341
O  -1.9631  -2.8968  -3.0058  -0.088
O  -2.9717  -1.7574  -0.9015  -0.298
O  -0.4690  -1.5423  -1.5462  -0.416
H  -1.8665  0.8358  -4.7700  0.093
H  -1.5457  -0.9041  -4.8408  0.095
H  -0.4960  0.1456  -3.8650  0.075
H  -4.2831  -0.9320  -2.8467  0.098
H  -3.4824  -0.1501  -0.6153  0.047
H  -2.5178  3.2382  -2.5044  0.109
H  -1.2619  -3.5497  -2.8829  0.097
O  1.4628  -0.2717  1.3092  -0.246
N  2.7400  -0.1068  0.8783  -0.158
C  3.6851  -0.3558  1.8101  -0.005
C  5.0078  -0.1771  1.5354  -0.031
C  5.3619  0.2777  0.2602  -0.036
C  4.3790  0.5278  -0.6607  -0.065
C  3.0236  0.3372  -0.3520  -0.626
S  1.7600  0.5692  -1.4839  0.782
H  3.2907  -0.6953  2.7561  0.144
H  5.7469  -0.3843  2.2933  0.119
H  6.4012  0.4291  0.0051  0.122
H  4.6142  0.8759  -1.6563  0.117

Cartesian forces (eV/Å) of the 3 atoms listed first:
-0.61 -0.33 -0.90
-0.09 0.03 0.11
0.14 -0.06 -0.05



Computed, not measured: a cluster of 3 separate species, C3H12N2O3 in total in a non-equilibrium geometry, with wB97M-V/def2-TZVPD.

## Properties
- SMILES: NCNCC=O.O.O
- Net charge: 0
- Relative energy (zero: lowest compared OMol25 entry of this formula, charge and spin): 3.5859 eV
- Molecular weight: 124.14 g/mol
- Electronic energy: -12425.76346 eV
- Multiplicity: 1

Last column: natural (NBO) charge in e.
CARTESIAN COORDINATES (ANGSTROEM)
N  -2.0939  -0.4223  0.5725  -0.882
C  -1.0644  -1.5296  0.5642  -0.069
N  0.3716  -1.1505  0.3738  -0.639
C  0.6356  -0.3221  -0.9711  -0.368
C  2.1024  -0.7101  -1.1206  0.449
O  3.0315  0.0398  -0.8095  -0.552
H  -3.0918  -0.9821  0.6032  0.365
H  -2.0169  0.0943  1.4038  0.361
H  -1.2174  -1.9230  1.7173  0.167
H  -1.2801  -2.4686  -0.0831  0.200
H  0.6005  -0.4174  1.1572  0.369
H  0.3804  0.7255  -0.6177  0.240
H  -0.2333  -0.7320  -1.5483  0.228
H  2.2279  -1.7470  -1.5867  0.130
O  2.2441  1.8152  1.6067  -0.934
H  2.5235  1.7712  0.7356  0.474
H  2.8175  1.1145  1.9336  0.462
O  -1.6193  2.4592  -1.2198  -0.937
H  -2.2613  2.6342  -1.9199  0.461
H  -2.0566  1.7507  -0.7910  0.475

Cartesian forces (eV/Å) of the 3 atoms listed first:
-2.58 -3.29 -2.92
0.05 -1.43 3.21
-0.79 2.39 1.23



Computed, not measured: a cluster of 2 separate species, C4H8O2P in total in a non-equilibrium geometry, with wB97M-V/def2-TZVPD.

## Properties
- Net charge: -1
- Relative energy (zero: lowest compared OMol25 entry of this formula, charge and spin): 2.7562 eV
- Molecular weight: 119.08 g/mol
- Electronic energy: -17660.81479 eV
- Multiplicity: 1

Last column: natural (NBO) charge in e.
CARTESIAN COORDINATES (ANGSTROEM)
C  -1.4158  -0.4571  -0.1935  0.672
C  2.2392  -1.3732  0.9280  -0.339
C  -2.3587  2.0031  -0.2327  -0.925
C  3.0202  -1.5904  -0.1983  -0.404
O  -0.7514  -0.6915  -1.2119  -0.768
O  -2.3067  -0.9607  0.4228  -0.744
P  -0.8916  1.2884  0.5795  0.185
H  -0.0644  1.5402  -0.5729  -0.059
H  2.3582  -1.9761  1.7486  0.170
H  1.7047  -0.5350  0.9871  0.196
H  -2.3115  3.0308  -0.4781  0.201
H  -2.9837  1.7327  0.6282  0.219
H  -2.8290  1.3546  -1.0363  0.222
H  3.6829  -2.4503  -0.2940  0.174
H  2.9075  -0.9155  -1.0767  0.201

Cartesian forces (eV/Å) of the 3 atoms listed first:
2.97 1.79 -0.81
4.45 -1.99 -4.64
-1.68 -2.30 0.40